[1]
Below is F6PRb as an isolated structure at a distorted geometry, with properties calculated with ωB97M-V/def2-TZVPD.

CARTESIAN COORDINATES (ANGSTROEM)
1 Rb 0.52218 0.50705 -3.24046
2 P -0.04866 -0.12022 0.44599
3 F 1.31735 -0.42287 1.12336
4 F 0.85623 0.53735 -0.75813
5 F -0.19340 -1.61989 -0.17107
6 F -1.42406 0.28698 -0.31547
7 F -1.00883 -0.48112 1.73810
8 F -0.02080 1.31273 1.17768

Force components x, y, z for each atom (eV/Å):
Rb -0.1 0.0 -0.8
P 0.5 -2.0 -4.1
F -0.3 -1.1 1.1
F -1.0 -0.2 0.3
F 0.3 1.7 0.9
F 1.2 0.1 0.2
F 0.5 0.5 1.0
F -1.1 1.0 1.4

HOMO energy (alpha / beta) (hartree): -0.67133 / -0.66948
Expectation value of S²: 0.756
Charge: +1
2S+1: 2
Electronic energy (Ha): -964.44645
LUMO level (alpha / beta) (eV): -3.93 / -11.85

***

[2]
Below is F8KN4O16S8 as an isolated structure at a distorted geometry, with properties calculated with ωB97M-V/def2-TZVPD.

CARTESIAN COORDINATES (ANGSTROEM)
1 K -0.50306 -0.19059 -0.34308
2 N 1.81855 -0.91474 -1.48887
3 S 2.71630 -0.31482 -2.62792
4 O 3.75426 -1.14911 -3.19063
5 O 2.96107 1.08832 -2.49865
6 F 1.55874 -0.44061 -3.73144
7 S 3.10069 -1.03424 -0.38410
8 O 3.79828 0.17568 -0.03975
9 O 3.87375 -2.24502 -0.53166
10 F 2.26805 -1.26769 0.91434
11 N 0.05518 4.57335 -2.71913
12 S 0.72325 3.69901 -1.47550
13 O 2.14746 3.75205 -1.36403
14 O 0.02807 2.49229 -1.07134
15 F 0.29086 4.69336 -0.30389
16 S 0.69852 3.76807 -3.85982
17 O 0.54066 2.33183 -3.87092
18 O 1.95606 4.31652 -4.34956
19 F -0.28680 4.15567 -5.07622
20 N -1.60858 -2.88388 -0.15663
21 S -0.96440 -3.56962 1.23364
22 O -0.78074 -4.98411 1.10283
23 O -1.32904 -3.07781 2.52678
24 F 0.54027 -3.01128 1.13444
25 S -3.02188 -3.49712 0.16866
26 O -3.75734 -2.89897 1.24882
27 O -3.28632 -4.88037 -0.22712
28 F -3.77103 -2.76633 -1.08773
29 N -2.01768 -0.00163 4.32856
30 S -0.39332 0.17470 3.95912
31 O 0.18242 1.39269 4.44689
32 O 0.10138 -0.37299 2.72441
33 F 0.19070 -0.85948 5.04237
34 S -2.55214 0.78604 3.11570
35 O -2.45081 0.19759 1.80712
36 O -2.46121 2.23005 3.25463
37 F -4.12016 0.53314 3.38966

Force components x, y, z for each atom (eV/Å):
K -0.2 0.3 0.4
N 3.1 -0.5 2.6
S -0.8 1.6 -4.4
O -0.4 0.4 0.7
O 0.1 -0.7 -0.3
F 0.1 0.1 -0.1
S 0.2 -1.2 2.1
O -0.3 -0.6 -0.8
O -0.7 0.8 -0.1
F -0.7 -0.1 0.1
N 0.4 -1.3 2.6
S -0.7 0.3 3.5
O -0.6 -0.2 -0.8
O 0.4 0.9 -0.9
F -0.4 0.3 -0.3
S 2.0 -1.1 -5.8
O 0.2 1.1 0.7
O -1.2 -0.5 0.7
F -0.4 0.6 0.2
N 1.0 -1.4 3.1
S 4.6 0.2 1.4
O -0.3 0.1 -0.2
O -0.6 0.1 -0.9
F -1.0 -0.1 -0.8
S -6.0 0.1 -3.9
O 0.7 -1.0 0.0
O 0.8 1.4 1.3
F 0.4 0.2 -0.1
N 3.5 -0.4 -0.5
S 2.2 -1.4 2.2
O -0.6 0.1 -0.4
O -0.9 0.6 0.5
F -0.7 -0.1 -0.2
S -4.7 2.3 -1.9
O 0.7 0.4 0.2
O 0.3 -1.3 -0.5
F 0.2 0.0 0.4

HOMO energy (hartree): -0.10078
Charge: -3
Electronic energy (Ha): -6007.29155
LUMO level (eV): 6.08

***

[3]
Below is F8LiN4O16S8 as an isolated structure at a distorted geometry, with properties calculated with ωB97M-V/def2-TZVPD.

CARTESIAN COORDINATES (ANGSTROEM)
1 Li -0.72438 0.29787 0.14902
2 N -3.35188 2.57995 -0.81910
3 S -2.27831 3.60733 -0.23045
4 O -2.11050 4.96880 -0.86026
5 O -1.20752 2.95784 0.56681
6 F -3.36750 3.95475 0.94579
7 S -2.26347 2.11147 -2.09638
8 O -1.31414 1.06397 -1.78038
9 O -1.93246 3.14788 -3.09761
10 F -3.27079 1.25874 -2.94843
11 N 3.52062 0.36412 1.83627
12 S 2.15546 1.44158 1.99483
13 O 0.97279 0.91591 1.31780
14 O 2.20153 2.90559 2.15235
15 F 1.96205 0.84056 3.45040
16 S 3.84974 0.98313 0.53907
17 O 4.32345 2.33770 0.51000
18 O 3.16037 0.54908 -0.68788
19 F 5.22564 0.20469 0.45092
20 N -2.45941 -0.51037 0.61985
21 S -2.77811 -2.05095 -0.08287
22 O -4.16381 -2.50814 -0.06903
23 O -1.70893 -3.05349 -0.12660
24 F -2.61253 -1.50355 -1.59744
25 S -2.31966 -1.10254 2.03276
26 O -1.01570 -1.56803 2.41534
27 O -3.48401 -1.64509 2.75697
28 F -2.08127 0.31559 2.73233
29 N 1.36800 -3.55388 -1.08679
30 S 1.06724 -1.90852 -1.75915
31 O 2.06948 -1.37493 -2.73806
32 O 0.35467 -0.97438 -0.92927
33 F -0.17839 -2.42558 -2.74292
34 S 2.73329 -3.05366 -0.51062
35 O 2.76150 -1.97202 0.43339
36 O 3.98587 -3.28149 -1.29433
37 F 2.91095 -4.31979 0.55350

Force components x, y, z for each atom (eV/Å):
Li 0.7 0.8 -0.2
N 3.8 -0.6 -3.8
S -0.9 4.1 4.6
O 0.1 -4.2 1.5
O -1.3 1.4 -2.4
F 0.7 0.5 0.0
S -1.7 -0.5 -3.4
O 0.1 1.3 0.8
O 0.0 -1.7 2.7
F -1.0 -0.2 0.2
N -4.2 1.6 3.2
S -4.5 0.1 3.6
O 1.8 0.6 0.1
O 0.8 -3.5 -0.3
F -0.3 0.8 0.3
S 5.6 0.2 -8.8
O -0.7 0.1 0.2
O 0.3 0.7 2.1
F 0.9 -0.7 -0.6
N -1.5 -3.7 -2.4
S -0.6 -1.2 -5.7
O 2.2 1.0 0.8
O -1.6 1.6 1.5
F -0.4 0.2 0.9
S 1.0 2.0 8.7
O -0.2 -1.9 -1.2
O 1.8 0.5 -2.3
F -1.3 1.1 -0.1
N -0.3 3.8 -1.4
S -3.5 2.5 -5.6
O -2.4 -2.4 3.5
O 1.6 -1.9 -0.2
F 2.2 0.2 1.4
S 7.2 -4.4 4.2
O -0.8 -0.1 -1.3
O -3.4 1.0 0.8
F -0.5 0.9 -1.2

HOMO energy (alpha / beta) (hartree): -0.19244 / -0.18365
Expectation value of S²: 0.761
Charge: -2
2S+1: 2
Electronic energy (Ha): -5414.67570
LUMO level (alpha / beta) (eV): 3.35 / -1.74

***

[4]
Below is FH12O6Zr as an isolated structure at a distorted geometry, with properties calculated with ωB97M-V/def2-TZVPD.

CARTESIAN COORDINATES (ANGSTROEM)
1 Zr 1.76556 0.45788 1.24872
2 F -0.03914 -0.05252 0.15230
3 O 1.90549 -1.71250 0.46852
4 H 1.16924 -2.27501 0.70887
5 H 2.57425 -2.31697 0.14665
6 O -1.76387 1.90487 -1.45491
7 H -1.12742 2.51728 -1.82385
8 H -1.24661 1.33519 -0.88558
9 O -0.15939 1.65009 2.34604
10 H -0.04653 2.09843 3.18419
11 H -1.09261 1.44028 2.30985
12 O 1.36975 2.50460 -0.00433
13 H 1.70292 2.55740 -0.90012
14 H 1.14444 3.40708 0.22150
15 O 0.25335 -3.38857 -1.36837
16 H -0.24989 -3.46538 -2.17898
17 H 0.44926 -2.45450 -1.29512
18 O -2.49123 -1.32635 -0.03952
19 H -1.63443 -0.90324 -0.09532
20 H -2.48314 -1.97807 -0.74054

Force components x, y, z for each atom (eV/Å):
Zr -7.2 -0.1 -3.7
F 4.4 1.2 2.7
O 0.4 2.8 1.3
H -1.3 -0.8 0.1
H 1.3 -0.7 -0.5
O 0.1 -0.1 0.4
H -0.1 0.4 -0.5
H -0.1 -0.2 0.0
O 2.9 -1.0 -0.8
H 0.1 0.6 0.9
H -1.1 -0.6 -0.5
O 0.9 -2.7 1.1
H 0.3 0.0 -1.1
H -0.4 1.0 0.8
O 0.3 0.3 1.0
H -0.2 -0.3 -0.5
H -0.1 0.3 -0.6
O 0.1 0.3 0.6
H 0.0 0.1 -0.2
H -0.4 -0.6 -0.5

HOMO energy (hartree): -0.76206
Charge: +3
Electronic energy (Ha): -604.18451
LUMO level (eV): -17.87

***

[5]
Below is FH16O8Sr as an isolated structure at a distorted geometry, with properties calculated with ωB97M-V/def2-TZVPD.

CARTESIAN COORDINATES (ANGSTROEM)
1 Sr -0.05838 0.24174 -0.04516
2 F -0.09323 2.40522 -1.16116
3 O -0.27712 2.03284 1.98769
4 H 0.24159 1.56950 2.67327
5 H 0.08643 2.90335 1.92898
6 O -2.10453 -0.50622 1.47691
7 H -1.98375 -0.92502 2.32314
8 H -2.90318 -0.94440 1.04392
9 O 2.48550 1.29304 0.69931
10 H 3.28594 0.76730 0.72091
11 H 2.84423 2.09376 0.24868
12 O 1.19818 -1.54730 1.84184
13 H 1.02212 -2.30922 2.42827
14 H 1.94389 -1.17200 2.30960
15 O -2.77270 1.09546 -0.76369
16 H -3.40322 1.43078 -0.09152
17 H -2.81170 1.64159 -1.52063
18 O -0.25765 -0.18662 -2.87371
19 H 0.03795 0.26157 -3.63867
20 H -1.18238 -0.30583 -3.03402
21 O -0.75793 -2.15204 -0.63447
22 H -0.68327 -2.86824 -1.28022
23 H -1.70782 -2.12859 -0.58270
24 O 2.25910 -0.83667 -1.22317
25 H 2.89056 -1.48329 -0.92398
26 H 2.70137 -0.37073 -1.90941

Force components x, y, z for each atom (eV/Å):
Sr 0.4 2.1 -1.1
F 0.2 -1.2 0.6
O -0.1 -1.8 0.6
H -0.3 0.6 -0.3
H 0.4 0.9 -0.3
O -1.5 -0.7 -1.5
H -0.1 -0.3 0.5
H 1.5 1.0 1.1
O 0.6 1.0 -0.4
H 0.1 -0.5 0.1
H -1.0 -0.4 0.4
O -0.2 -0.5 0.7
H -0.3 0.2 -0.7
H 0.5 0.5 0.0
O -0.4 -1.5 2.0
H 0.7 0.0 -0.8
H 0.1 1.3 -1.1
O 0.1 -1.0 1.4
H 0.7 1.0 -1.1
H -0.9 -0.1 -0.1
O -0.2 -0.7 -0.4
H 0.8 0.1 -0.1
H -0.8 0.3 0.4
O -0.8 -0.4 0.8
H 0.2 -0.5 0.2
H 0.4 0.7 -1.0

HOMO energy (hartree): -0.43665
Charge: +1
Electronic energy (Ha): -742.02572
LUMO level (eV): -3.21

***

[6]
Below is one molecule with the formula FH2O2P at a distorted geometry, with properties calculated with ωB97M-V/def2-TZVPD.

CARTESIAN COORDINATES (ANGSTROEM)
1 F 1.82420 -1.69655 1.14904
2 O 0.56670 -1.54577 1.72983
3 O 0.53486 -0.16026 1.80198
4 P -0.39463 0.52836 0.55444
5 H -1.19420 -0.49553 0.33430
6 H -1.35355 1.00516 1.51549

Force components x, y, z for each atom (eV/Å):
F 1.0 -1.1 -0.6
O -0.1 1.0 0.2
O -0.5 -0.3 0.6
P 0.8 2.4 0.9
H -1.4 -2.2 -0.6
H 0.2 0.2 -0.5

SMILES: FOOP
HOMO energy (hartree): -0.37407
Charge: 0
Electronic energy (Ha): -592.65407
LUMO level (eV): 0.70

***

[7]
Below is one molecule with the formula FH2O3PS at a distorted geometry, with properties calculated with ωB97M-V/def2-TZVPD.

CARTESIAN COORDINATES (ANGSTROEM)
1 O -0.57284 -0.77446 0.12760
2 O 3.83520 -1.22341 0.54746
3 O 1.77189 0.12285 0.66800
4 F 3.80733 1.08328 -0.40347
5 P 0.20032 0.62739 0.52202
6 S 3.03113 -0.40352 -0.27540
7 H 0.29815 1.01477 -0.83653
8 H -1.06430 -1.14600 0.86094

Force components x, y, z for each atom (eV/Å):
O 0.2 0.4 -0.1
O 0.3 -0.1 0.6
O 1.5 -0.2 0.3
F -0.8 -1.3 0.4
P -0.1 -0.5 -0.7
S -1.0 1.6 -0.8
H 0.0 0.2 0.0
H -0.1 -0.1 0.3

HOMO energy (hartree): -0.36976
Charge: 0
Electronic energy (Ha): -1066.33687
LUMO level (eV): 0.46

***

[8]
Below is a 2-piece molecular cluster, FH2O3PS overall at a distorted geometry, with properties calculated with ωB97M-V/def2-TZVPD.

CARTESIAN COORDINATES (ANGSTROEM)
1 O -0.15227 0.37994 -0.86760
2 O -0.63649 -0.10117 1.58000
3 O -0.16983 -2.36704 -0.03493
4 F 1.12649 -1.81292 0.07823
5 P -1.18949 -0.26816 0.07160
6 S -3.02215 -0.15164 -0.07774
7 H 0.70713 0.01302 -0.68194
8 H -0.36146 -0.91938 2.11964

Force components x, y, z for each atom (eV/Å):
O -0.9 0.7 -0.6
O 0.5 -1.3 0.1
O -2.2 2.5 0.0
F 1.0 0.3 0.0
P 1.8 -3.2 2.8
S -0.8 0.1 -0.7
H 1.3 -0.5 0.1
H -0.7 1.5 -1.7

HOMO energy (hartree): -0.38392
Charge: 0
Electronic energy (Ha): -1066.22939
LUMO level (eV): -0.57

***

[9]
Below is a 2-piece molecular cluster, FH3N2 overall at a distorted geometry, with properties calculated with ωB97M-V/def2-TZVPD.

CARTESIAN COORDINATES (ANGSTROEM)
1 N 0.56339 -1.11674 0.20375
2 N -0.57707 -0.59692 -0.16004
3 F -1.29979 -1.54550 -0.96880
4 H 1.14639 -0.31571 0.45357
5 H 0.56178 -1.89012 0.77127
6 H -1.37100 -1.60807 2.17754

Force components x, y, z for each atom (eV/Å):
N 1.0 2.4 -1.8
N -2.0 0.6 -0.9
F 0.9 0.2 0.8
H 0.1 -0.8 0.2
H 0.1 -2.4 1.6
H -0.1 0.0 0.1

HOMO energy (alpha / beta) (hartree): -0.40734 / -0.33093
Charge: 0
Electronic energy (Ha): -210.93370
LUMO level (alpha / beta) (eV): 0.21 / -0.03

***

[10]
Below is one molecule with the formula FH3N2 at a distorted geometry, with properties calculated with ωB97M-V/def2-TZVPD.

CARTESIAN COORDINATES (ANGSTROEM)
1 N -0.23690 0.85815 0.29253
2 N 0.33663 -0.53919 -0.56922
3 F 0.29825 -1.47509 0.48568
4 H -0.87498 1.17041 -0.41105
5 H -0.83640 0.18919 0.90584
6 H 1.31341 -0.20347 -0.70378

Force components x, y, z for each atom (eV/Å):
N 0.5 -4.9 0.0
N -1.3 3.2 1.2
F 0.9 0.3 -0.5
H -0.7 0.4 -0.6
H 1.0 1.9 -1.0
H -0.4 -0.9 0.9

SMILES: NNF
HOMO energy (hartree): -0.37624
Charge: 0
Electronic energy (Ha): -211.03118
LUMO level (eV): 1.31